# C2H7N3S

An isolated molecule of C2H7N3S (ωB97M-V/def2-TZVPD, OMol25).

Summary:
LUMO level   0.84 eV
E   -642.6936 hartree
ΔE to the lowest compared entry with this formula, charge and spin   417.6 kJ/mol
Charge   0

The geometry in XYZ format:
```
13
C2H7N3S ωB97M-V/def2-TZVPD
C 2.056 -0.758 0.649
C -0.090 1.420 -0.030
H 2.345 -1.919 0.690
H 1.318 -0.728 1.417
H 2.876 0.019 0.955
H 2.438 -0.219 -1.066
H 0.225 2.557 0.139
H -1.732 1.160 1.093
H -1.040 -1.572 0.413
N 1.495 -0.478 -0.662
N 1.066 0.951 -0.464
N -1.229 0.700 0.563
S -1.722 -0.718 -0.213
```

=====

# C4H6MnO2

C4H6MnO2 as an isolated structure (ωB97M-V/def2-TZVPD, OMol25).

Summary:
LUMO level (alpha / beta)   -6.03 / -6.12 eV
2S+1   7
E   -1457.0145 hartree
ΔE to the lowest compared entry with this formula, charge and spin   175.3 kJ/mol
Charge   +1

The geometry in XYZ format:
```
13
C4H6MnO2 ωB97M-V/def2-TZVPD
O 1.055 2.075 1.779
C 1.315 1.178 0.841
C 0.417 0.742 -0.108
C 0.712 -0.025 -1.274
C -0.291 -0.876 -2.038
O -1.183 -1.549 -1.190
Mn -0.564 -1.311 0.543
H 0.452 1.740 2.457
H 2.280 0.684 0.983
H 1.767 -0.298 -1.411
H -0.087 1.337 -1.155
H 0.268 -1.589 -2.671
H -0.858 -0.208 -2.713
```

=====

# C4H6O2

C4H6O2 as an isolated structure (ωB97M-V/def2-TZVPD, OMol25).

Summary:
LUMO level   0.41 eV
E   -306.3005 hartree
ΔE to the lowest compared entry with this formula, charge and spin   540.4 kJ/mol
Charge   0

The geometry in XYZ format:
```
12
C4H6O2 ωB97M-V/def2-TZVPD
O -1.640 1.872 0.457
C -1.646 0.736 0.039
C -0.390 0.031 -0.423
C 0.921 0.458 0.270
C 0.879 -1.575 0.174
O -0.457 -1.343 -0.060
H -2.571 0.120 -0.033
H -0.303 0.145 -1.520
H 0.783 0.982 1.223
H 1.673 0.937 -0.356
H 1.294 -0.801 0.972
H 1.455 -1.563 -0.743
```

=====

# CH3N7O2

An isolated molecule of CH3N7O2 (ωB97M-V/def2-TZVPD, OMol25).

Summary:
LUMO level   0.08 eV
E   -573.4406 hartree
Charge   0

The geometry in XYZ format:
```
13
CH3N7O2 ωB97M-V/def2-TZVPD
C -0.196 0.555 0.358
N -0.001 1.825 0.150
N -1.056 2.254 -0.434
N -1.982 1.360 -0.582
N -1.501 0.219 -0.022
N -2.016 -0.978 -0.235
N 2.603 -1.152 0.456
N 1.893 -0.203 0.037
O 0.681 -0.326 0.826
O 2.014 0.629 -0.796
H -2.614 -1.293 0.514
H -1.358 -1.749 -0.340
H 3.532 -1.142 0.070
```

=====

# C5H6OS2

An isolated molecule of C5H6OS2 (ωB97M-V/def2-TZVPD, OMol25).

Summary:
LUMO level   -0.43 eV
E   -1065.5911 hartree
ΔE to the lowest compared entry with this formula, charge and spin   361.3 kJ/mol
Charge   0

The geometry in XYZ format:
```
14
C5H6OS2 ωB97M-V/def2-TZVPD
C -0.910 -0.237 -0.365
C -0.632 0.160 1.102
C 1.003 0.505 1.138
C 1.567 -0.535 0.163
C 0.477 -0.664 -0.935
H -2.509 0.550 -2.033
H -1.714 -0.855 -0.349
H -0.933 1.329 1.185
H -1.035 -0.478 1.760
H 2.682 -0.423 -0.072
H 0.729 -0.598 -2.098
O 0.971 -1.773 -0.199
S -1.458 1.256 -1.159
S 1.763 1.763 1.864
```

=====

# C67H62BrF4N7O8PSeSr

C67H62BrF4N7O8PSeSr as an isolated structure (ωB97M-V/def2-TZVPD, OMol25).

Summary:
LUMO level   1.81 eV
E   -9322.8421 hartree
ΔE to the lowest compared entry with this formula, charge and spin   197.1 kJ/mol
Charge   -1

The geometry in XYZ format:
```
152
C67H62BrF4N7O8PSeSr ωB97M-V/def2-TZVPD
Sr 0.356 0.755 1.002
C -2.769 -3.139 6.073
O -1.711 -3.913 5.571
C -0.898 -3.349 4.626
C 0.162 -4.170 4.188
C 1.040 -3.693 3.258
C 0.885 -2.433 2.648
C 1.814 -1.977 1.655
C 3.181 -2.651 1.603
O 1.585 -1.084 0.833
C -0.224 -1.605 3.045
O -0.493 -0.488 2.521
C -1.059 -2.100 4.093
H -3.321 -3.791 6.750
H -3.437 -2.800 5.275
H -2.398 -2.271 6.626
H 0.258 -5.158 4.610
H 1.854 -4.333 2.948
H 3.544 -2.867 2.603
H 3.876 -1.980 1.104
H 3.116 -3.578 1.034
H -1.852 -1.438 4.406
F -5.820 4.251 4.918
C -5.221 3.564 3.931
C -5.981 2.945 2.940
F -7.323 3.048 2.962
C -5.348 2.225 1.936
F -6.135 1.707 0.984
C -3.965 2.055 1.881
P -3.075 0.971 0.635
C -3.878 1.676 -0.844
C -4.453 0.891 -1.837
C -4.969 1.476 -2.979
C -4.883 2.846 -3.159
C -4.270 3.631 -2.195
C -3.776 3.050 -1.043
C -4.001 -0.614 0.897
C -3.172 -1.567 1.484
C -3.609 -2.853 1.739
C -4.901 -3.213 1.403
C -5.735 -2.280 0.807
C -5.295 -0.992 0.547
C -3.218 2.734 2.857
Br -1.329 2.762 2.828
C -3.839 3.472 3.862
F -3.101 4.107 4.783
H -4.500 -0.183 -1.725
H -5.433 0.856 -3.735
H -5.284 3.303 -4.053
H -4.167 4.695 -2.348
H -3.294 3.663 -0.292
H -2.165 -1.276 1.730
H -2.937 -3.570 2.194
H -5.258 -4.216 1.599
H -6.743 -2.563 0.537
H -5.976 -0.305 0.071
C 2.906 4.398 2.462
C 2.076 4.417 1.237
N 1.257 3.469 0.852
C 0.658 3.894 -0.289
C 1.138 5.151 -0.619
N 2.035 5.456 0.374
C 0.880 6.104 -1.714
O 0.007 5.741 -2.621
O 1.466 7.171 -1.740
C -0.399 3.068 -0.929
O -0.855 3.435 -2.037
O -0.788 2.073 -0.295
H 2.650 3.502 3.019
H 2.715 5.285 3.064
H 3.964 4.371 2.204
H 2.554 6.321 0.406
H -0.381 4.786 -2.441
N 1.935 1.016 2.583
C 2.709 0.857 3.542
C 2.267 0.287 4.853
C 0.976 0.546 5.302
C 0.527 0.008 6.492
C 1.358 -0.808 7.243
C 2.637 -1.089 6.793
C 3.092 -0.542 5.606
C 4.138 1.293 3.431
C 4.786 1.962 4.464
C 6.045 2.505 4.264
C 6.675 2.365 3.039
C 6.041 1.686 2.008
C 4.775 1.168 2.198
H 0.342 1.178 4.699
H -0.471 0.230 6.846
H 1.013 -1.224 8.179
H 3.283 -1.731 7.376
H 4.093 -0.764 5.260
H 4.294 2.081 5.420
H 6.536 3.038 5.068
H 7.655 2.796 2.884
H 6.536 1.567 1.054
H 4.237 0.679 1.397
C 2.636 2.756 -5.573
C 1.889 1.641 -6.290
C 0.390 1.627 -5.990
C 0.030 1.251 -4.550
N 0.591 -0.008 -4.129
C 1.490 -0.164 -3.114
Se 2.228 1.153 -2.131
N 1.735 -1.495 -2.959
C 2.649 -2.053 -1.998
C 4.107 -1.836 -2.408
C 4.493 -2.495 -3.731
C 4.628 -4.008 -3.606
C 0.955 -2.195 -3.842
C 0.798 -3.554 -4.049
C -0.099 -3.954 -5.024
C -0.815 -3.025 -5.767
C -0.671 -1.664 -5.560
C 0.226 -1.249 -4.590
H 3.675 2.773 -5.892
H 2.618 2.607 -4.497
H 2.188 3.720 -5.794
H 2.323 0.677 -6.016
H 2.017 1.759 -7.371
H -0.099 0.929 -6.674
H -0.024 2.620 -6.173
H -1.059 1.190 -4.457
H 0.390 2.014 -3.857
H 2.414 -3.114 -1.903
H 2.469 -1.560 -1.035
H 4.743 -2.223 -1.611
H 4.275 -0.761 -2.476
H 5.449 -2.080 -4.058
H 3.755 -2.252 -4.499
H 5.343 -4.253 -2.822
H 4.974 -4.442 -4.542
H 3.676 -4.466 -3.355
H 1.359 -4.286 -3.487
H -0.245 -5.010 -5.204
H -1.506 -3.370 -6.521
H -1.269 -0.966 -6.121
N -3.199 -4.312 -3.887
C -3.210 -2.955 -3.767
O -3.887 -2.271 -4.513
C -2.388 -2.372 -2.680
C -2.166 -0.995 -2.716
C -1.404 -0.401 -1.730
N -0.834 -1.078 -0.748
C -1.047 -2.385 -0.694
C -1.813 -3.075 -1.616
H -3.656 -4.702 -4.694
H -2.536 -4.885 -3.401
H -2.606 -0.410 -3.506
H -1.246 0.664 -1.738
H -0.575 -2.904 0.132
H -1.981 -4.133 -1.478
```

=====

# C2H8O2

A 2-piece molecular cluster, C2H8O2 overall (ωB97M-V/def2-TZVPD, OMol25).

Summary:
LUMO level   0.69 eV
E   -231.4320 hartree
ΔE to the lowest compared entry with this formula, charge and spin   79.7 kJ/mol
Charge   0

The geometry in XYZ format:
```
12
C2H8O2 ωB97M-V/def2-TZVPD
C -0.545 1.773 0.330
O -0.248 2.531 -0.838
H 0.652 2.324 -1.108
H -0.530 0.721 0.099
H -1.547 2.080 0.632
H 0.111 1.947 1.187
C -0.005 -2.021 -0.155
O 1.015 -1.461 0.707
H 1.795 -1.300 0.150
H -0.300 -1.377 -0.955
H 0.412 -2.940 -0.566
H -0.810 -2.278 0.518
```

=====

# C4H3F

A 2-piece molecular cluster, C4H3F overall (ωB97M-V/def2-TZVPD, OMol25).

Summary:
LUMO level   0.78 eV
E   -253.8734 hartree
ΔE to the lowest compared entry with this formula, charge and spin   297.2 kJ/mol
Charge   0

The geometry in XYZ format:
```
8
C4H3F ωB97M-V/def2-TZVPD
C -0.518 1.544 1.272
C 0.105 -1.049 -2.414
C 0.522 -1.127 -1.263
C -0.244 0.655 2.045
F -0.006 -0.242 2.951
H -0.473 2.570 1.014
H 0.050 -0.986 -3.418
H 0.563 -1.365 -0.187
```